Entry 1:
Computed, not measured: a molecular structure, C22H42ClF6N2O4PdS2SbSi3, with ωB97M-V/def2-TZVPD.

XYZ file:
```
84
Properties=species:S:1:pos:R:3:forces:R:3
Pd 0.223 -0.449 0.438 -0.8 -0.6 -0.8
F 4.140 -0.895 4.158 -0.1 0.1 0.0
C 3.274 0.111 4.340 0.1 0.0 0.0
F 2.592 -0.136 5.470 0.0 0.0 -0.1
F 3.985 1.232 4.534 0.0 -0.1 0.0
S 2.104 0.269 2.918 -0.1 0.0 0.5
O 1.494 -1.030 2.855 0.0 0.1 0.1
O 1.305 1.401 3.275 0.2 0.0 0.2
N 3.113 0.607 1.781 0.2 0.4 -0.1
S 3.403 -0.136 0.446 0.3 -0.4 0.0
O 3.013 -1.523 0.403 0.1 0.5 -0.1
O 3.160 0.671 -0.714 0.0 0.0 0.0
C 5.249 -0.186 0.538 0.1 0.0 0.0
F 5.745 -0.782 -0.562 -0.1 0.1 0.1
F 5.673 -0.879 1.602 -0.1 0.0 -0.1
F 5.781 1.041 0.610 -0.1 -0.1 0.0
Cl -2.188 0.033 -3.207 0.0 0.0 0.0
C -2.088 -1.552 -2.455 -0.1 -0.1 0.1
C -3.234 -2.192 -2.164 0.3 0.1 -0.1
C -3.198 -3.474 -1.490 0.1 0.0 0.0
C -2.030 -4.043 -1.157 -0.1 -0.1 0.0
C -0.682 -3.396 -1.365 -0.1 0.1 0.0
C -0.774 -2.078 -2.121 0.2 0.3 -0.1
C 0.365 -1.400 -2.312 -0.2 -0.1 0.2
H -4.183 -1.737 -2.415 0.0 0.0 0.0
H -4.140 -3.934 -1.213 0.0 0.0 0.0
H -2.025 -4.988 -0.625 -0.1 0.2 -0.1
H -0.089 -4.077 -2.003 0.0 0.0 0.0
H 0.356 -0.393 -2.684 0.1 0.1 -0.2
H 1.301 -1.828 -1.966 -0.1 0.0 -0.1
C 2.037 -4.432 -0.638 0.1 0.0 0.0
C 0.828 -4.247 0.307 0.0 0.0 0.2
C 0.116 -5.619 0.389 0.1 0.0 0.0
C 1.346 -3.929 1.709 0.0 0.0 -0.1
N -0.043 -3.154 -0.086 0.0 0.2 0.0
H 2.690 -5.240 -0.289 0.0 0.0 0.0
H 2.615 -3.510 -0.680 0.0 0.0 0.0
H 1.713 -4.691 -1.650 0.0 0.0 0.0
H 0.791 -6.378 0.794 0.1 -0.1 0.0
H -0.212 -5.960 -0.597 0.0 0.0 0.0
H -0.757 -5.545 1.042 0.0 0.0 0.0
H 2.033 -4.705 2.061 0.0 0.0 0.0
H 0.505 -3.865 2.403 0.0 0.0 0.0
H 1.859 -2.972 1.716 0.0 -0.1 0.0
C -2.138 4.063 2.102 -0.1 0.1 -0.1
Si -1.657 3.921 0.275 -0.1 0.0 0.0
C -3.262 3.981 -0.739 0.0 0.0 0.1
C -0.836 5.588 -0.106 0.0 -0.1 0.0
Sb 0.152 2.163 -0.027 0.2 -0.2 0.3
Si -1.831 -0.263 1.387 0.1 0.1 0.2
C -3.303 0.555 0.533 0.1 -0.2 0.1
C -2.369 -2.039 1.685 -0.1 0.0 0.1
C -1.689 0.474 3.118 -0.2 -0.1 -0.1
Si 0.689 2.943 -2.405 0.1 -0.1 -0.1
C 1.491 1.725 -3.605 0.1 0.1 0.1
C 2.027 4.267 -2.167 -0.1 0.0 0.0
C -0.682 3.777 -3.416 0.1 0.0 0.1
H -2.407 5.098 2.336 -0.1 0.0 0.0
H -1.297 3.788 2.735 0.1 0.0 0.1
H -2.986 3.430 2.363 0.0 -0.1 0.0
H -3.806 4.901 -0.504 0.0 0.1 0.0
H -3.919 3.138 -0.541 0.0 0.0 0.0
H -3.047 3.983 -1.806 0.0 0.0 -0.1
H -1.543 6.397 0.097 0.0 0.0 0.0
H -0.520 5.669 -1.146 0.0 0.0 0.0
H 0.043 5.725 0.523 0.1 0.0 0.0
H -3.299 0.351 -0.535 0.0 0.0 -0.1
H -3.296 1.630 0.674 0.0 0.1 0.1
H -4.226 0.152 0.964 0.0 0.0 0.0
H -2.980 -2.390 0.859 -0.1 -0.1 -0.1
H -2.976 -2.051 2.600 0.0 0.0 0.0
H -1.535 -2.730 1.760 0.1 0.0 0.1
H -1.394 1.517 3.127 0.1 0.2 0.0
H -0.962 -0.084 3.705 0.0 0.0 0.0
H -2.671 0.380 3.597 0.0 0.0 0.0
H 2.313 1.191 -3.130 0.0 -0.1 0.0
H 1.893 2.311 -4.438 0.0 0.0 0.0
H 0.796 1.003 -4.021 -0.1 -0.1 0.0
H 2.856 3.842 -1.600 0.0 0.0 0.0
H 1.657 5.130 -1.614 0.0 0.0 0.0
H 2.403 4.610 -3.136 0.0 0.0 0.0
H -1.464 3.066 -3.680 -0.1 -0.1 0.0
H -0.251 4.173 -4.340 0.0 0.0 -0.1
H -1.143 4.605 -2.881 0.0 0.0 0.0
```
Forces are in eV/Å.

M: 924.60 g mol⁻¹
LUMO level (spin up / spin down): 4.57 / 4.57 eV
E: -118815.6538 eV
Relative energy (zero: lowest compared OMol25 entry of this formula, charge and spin): 1.576 eV
Total charge: -2
Kohn-Sham gap (spin up / spin down): 0.20586 / 0.20588 Ha

---

Entry 2:
Computed, not measured: a molecular structure, C22H42ClN2OP2Pb, with ωB97M-V/def2-TZVPD.

XYZ file:
```
71
Properties=species:S:1:pos:R:3:forces:R:3
Pb 1.114 0.189 0.251 0.3 0.6 -0.2
P -0.050 0.957 2.583 -0.5 -1.2 -1.0
P 1.280 0.002 -2.419 -1.1 -0.9 0.8
N 0.310 2.248 -0.362 0.6 -1.1 0.4
C -0.186 2.706 2.059 -0.1 0.6 0.2
H -0.937 3.187 2.706 0.3 0.1 -0.2
H 0.789 3.187 2.249 -0.3 -0.1 0.0
C -0.568 2.932 0.564 -0.3 0.1 0.0
H -1.641 2.654 0.413 0.4 0.0 0.1
H -0.542 4.034 0.382 0.1 -0.5 0.2
C 0.011 2.475 -1.763 -0.4 0.0 -0.2
H 0.030 3.568 -1.992 0.1 -0.5 0.1
H -1.025 2.150 -2.029 0.4 0.0 0.1
C 1.020 1.786 -2.731 0.1 0.5 -0.4
H 1.997 2.293 -2.645 -0.3 -0.2 0.0
H 0.670 1.907 -3.769 0.1 0.2 0.2
C 0.071 -1.007 -3.364 0.0 0.3 -0.4
C -0.141 -2.418 -2.795 0.1 0.0 -0.1
H -1.010 -2.862 -3.298 0.2 0.0 0.1
H -0.373 -2.386 -1.726 0.1 0.0 -0.1
H 0.723 -3.072 -2.956 -0.3 0.1 0.0
C 3.017 -0.589 -2.609 0.0 0.6 -0.2
C 3.186 -2.092 -2.335 0.1 0.0 -0.1
H 4.258 -2.332 -2.292 -0.2 0.1 -0.1
H 2.741 -2.710 -3.125 0.1 0.2 0.2
H 2.759 -2.406 -1.372 0.0 0.2 -0.3
C 1.403 0.655 3.676 -0.1 0.5 0.0
C 1.579 -0.819 4.076 0.0 0.0 0.1
H 2.537 -0.932 4.602 -0.3 0.1 -0.1
H 1.612 -1.503 3.216 -0.1 0.3 0.1
H 0.787 -1.162 4.753 0.2 0.1 -0.1
C -1.630 0.292 3.243 -0.1 0.6 0.6
C -1.709 -1.240 3.180 -0.1 0.0 0.0
H -2.756 -1.555 3.301 0.3 0.1 0.1
H -1.108 -1.720 3.963 -0.2 0.1 -0.2
H -1.382 -1.624 2.207 0.0 0.1 0.1
C 1.237 -2.733 0.850 -0.6 -3.4 0.5
C 3.582 -0.119 -3.948 0.6 -0.2 -0.1
H 3.122 -0.641 -4.796 0.1 0.1 0.2
H 3.442 0.962 -4.084 0.0 -0.3 0.0
H 4.662 -0.315 -3.965 -0.2 0.0 -0.2
C 1.389 1.622 4.858 0.4 -0.1 0.4
H 2.338 1.520 5.402 -0.2 0.1 0.1
H 1.308 2.664 4.524 0.0 -0.2 0.1
H 0.566 1.412 5.552 0.3 0.0 -0.2
C -1.972 0.849 4.635 -0.5 -0.2 0.1
H -3.032 0.626 4.850 0.4 0.1 0.1
H -1.365 0.370 5.422 -0.2 0.2 -0.3
H -1.839 1.942 4.692 0.0 -0.4 0.0
C 0.331 -1.007 -4.874 -0.3 -0.3 -0.2
H 1.161 -1.678 -5.150 -0.3 0.3 0.1
H -0.577 -1.381 -5.373 0.3 0.1 -0.1
H 0.539 -0.002 -5.269 0.0 -0.3 0.1
H -0.874 -0.481 -3.156 0.5 0.1 -0.1
H -2.376 0.673 2.526 0.2 0.1 0.2
H 3.572 -0.059 -1.812 -0.2 0.0 -0.2
H 2.269 0.918 3.040 -0.3 0.0 0.1
O 1.074 -3.852 1.024 0.4 2.6 -0.4
H 3.170 1.612 0.720 0.9 -0.5 0.1
H 3.460 0.899 0.771 0.0 1.2 0.0
Cl -5.649 -1.685 -3.040 -0.3 -0.1 -0.3
C -4.521 -1.170 -1.869 0.9 0.4 0.5
C -4.915 -0.919 -0.557 0.6 0.0 -0.1
C -3.960 -0.503 0.365 0.4 0.1 0.1
C -2.655 -0.299 -0.088 0.0 0.1 0.1
N -2.269 -0.542 -1.341 -0.4 -0.1 -0.3
C -3.175 -0.989 -2.224 -0.6 0.2 0.8
H -5.940 -1.048 -0.277 -0.4 -0.1 0.1
H -4.193 -0.349 1.427 -0.1 0.0 -0.6
H -1.870 0.107 0.575 -0.5 -0.3 -0.3
H -2.876 -1.200 -3.250 0.1 0.1 0.2
```
Forces are in eV/Å.

M: 655.19 g mol⁻¹
LUMO level: -2.91 eV
E: -64862.8345 eV
Relative energy (zero: lowest compared OMol25 entry of this formula, charge and spin): 0.220 eV
Total charge: +1
Kohn-Sham gap: 0.24020 Ha

---

Entry 3:
Computed, not measured: 5 unconnected molecules or ions with the total composition C22H42F9NO19P2S2, with ωB97M-V/def2-TZVPD.

XYZ file:
```
97
Properties=species:S:1:pos:R:3:forces:R:3
N -0.735 0.885 -3.106 0.3 -0.1 -0.2
P 0.477 0.981 -4.078 -0.7 -0.1 0.9
C 0.235 0.188 -5.750 1.1 0.4 -0.5
C -0.427 0.978 -6.896 -0.4 0.0 0.1
C -1.184 2.242 -6.469 -0.4 -0.2 0.0
C -1.474 3.173 -7.648 0.6 -0.3 0.2
F -1.451 2.488 -8.809 -0.1 -0.1 -0.2
F -2.689 3.719 -7.498 -0.4 0.2 -0.1
C -0.428 4.330 -7.686 -0.6 0.2 -0.3
F -0.744 5.153 -6.697 -0.1 0.5 0.5
F 0.777 3.845 -7.427 0.7 -0.5 -0.1
S -0.303 5.353 -9.291 0.0 0.0 0.1
F 0.276 4.061 -10.014 0.0 0.1 -0.1
F 1.168 5.807 -8.892 -0.1 0.0 -0.1
F -0.869 6.660 -8.597 0.0 0.0 -0.1
F -1.784 4.953 -9.693 0.1 0.0 -0.1
F -0.164 6.146 -10.646 0.0 -0.1 0.1
O 1.661 -0.066 -6.136 -0.4 0.1 0.1
S 1.749 -1.289 -7.141 0.0 -0.3 -0.5
O 2.801 -2.143 -6.721 -0.2 0.1 0.1
O 1.669 -0.851 -8.491 0.0 -0.1 0.3
O 0.312 -1.928 -6.760 0.2 0.3 0.0
C -0.216 -1.253 -5.610 0.1 -0.6 0.6
P -2.021 -1.567 -5.399 -0.5 0.4 -0.4
O -2.846 -0.384 -5.157 0.2 -0.3 0.0
O -2.100 -2.676 -4.258 0.4 0.1 -0.2
O -2.345 -2.317 -6.771 -0.2 0.0 0.1
H -0.496 0.375 -2.262 -0.3 0.0 0.0
H 0.847 2.294 -4.404 0.3 -0.1 -0.3
H 1.643 0.337 -3.633 0.3 0.1 -0.4
H -1.149 0.323 -7.394 0.2 0.0 0.0
H 0.338 1.189 -7.644 0.0 0.1 0.2
H -2.159 1.957 -6.061 0.2 0.0 0.1
H -0.669 2.818 -5.704 0.0 0.0 0.0
H 0.297 -1.682 -4.736 -0.2 0.1 0.1
H -1.460 -3.388 -4.416 -0.3 0.0 0.1
H -3.289 -2.219 -6.981 0.2 0.0 0.0
C 3.078 2.225 1.694 0.1 -0.2 -0.1
C 1.660 1.718 1.837 0.0 0.3 0.2
O 1.390 0.633 0.931 0.0 -0.1 -0.1
C 1.839 -0.559 1.307 0.0 0.0 0.0
O 2.429 -0.814 2.326 0.0 0.0 0.0
O 1.523 -1.443 0.357 0.0 0.0 0.0
C 1.978 -2.775 0.616 0.0 -0.1 0.0
H 3.284 2.488 0.656 0.0 0.1 0.0
H 3.223 3.109 2.315 0.0 0.0 0.0
H 3.797 1.466 1.998 0.0 0.0 0.1
H 0.945 2.493 1.567 0.0 -0.1 -0.1
H 1.444 1.405 2.858 0.0 -0.1 0.0
H 1.652 -3.112 1.597 0.0 0.0 0.0
H 3.063 -2.824 0.549 0.0 0.0 0.1
H 1.532 -3.398 -0.154 0.0 0.1 0.0
C -2.323 -2.666 7.876 0.2 0.1 0.1
C -2.377 -2.417 6.385 -0.2 -0.2 0.0
O -1.532 -1.319 5.996 0.0 0.0 0.0
C -0.238 -1.609 5.887 0.0 0.0 0.0
O 0.257 -2.695 6.063 0.0 0.1 -0.1
O 0.416 -0.503 5.548 0.0 0.0 0.0
C 1.836 -0.657 5.437 0.2 0.0 0.0
H -2.555 -1.751 8.423 -0.1 0.0 0.0
H -3.044 -3.434 8.153 0.0 0.0 0.0
H -1.331 -3.000 8.179 0.0 -0.1 0.0
H -3.378 -2.119 6.080 0.0 0.1 0.0
H -2.101 -3.308 5.823 0.1 0.0 0.0
H 2.090 -1.479 4.775 0.0 0.0 0.0
H 2.277 -0.809 6.421 0.0 -0.1 0.0
H 2.207 0.270 5.010 -0.1 0.0 0.0
C 0.515 -10.031 6.927 0.1 0.1 -0.1
C 0.711 -9.261 8.215 -0.2 -0.2 0.1
O 1.689 -8.221 8.070 0.0 0.1 0.0
C 1.252 -7.103 7.484 0.0 0.0 0.0
O 0.126 -6.901 7.104 0.0 0.0 0.0
O 2.271 -6.254 7.401 0.0 0.0 0.0
C 1.960 -5.011 6.751 0.1 0.0 0.0
H 1.471 -10.409 6.563 0.0 -0.1 0.0
H -0.156 -10.874 7.091 0.0 0.0 0.0
H 0.087 -9.393 6.155 0.0 0.0 0.0
H 1.105 -9.910 8.995 0.1 0.1 0.0
H -0.227 -8.835 8.570 0.0 0.1 -0.1
H 1.091 -4.542 7.194 -0.1 -0.1 0.0
H 1.787 -5.177 5.690 -0.1 0.0 0.0
H 2.830 -4.375 6.885 0.0 -0.1 0.0
C -2.218 6.227 -0.985 -0.1 -0.1 0.2
C -1.218 7.139 -0.309 0.1 0.0 -0.3
O -1.563 7.383 1.066 0.0 0.0 0.1
C -1.234 6.415 1.917 -0.1 0.0 0.0
O -0.664 5.389 1.642 0.0 0.0 0.0
O -1.643 6.773 3.134 0.0 0.0 0.0
C -1.396 5.800 4.154 0.0 0.0 0.1
H -3.228 6.623 -0.875 0.0 0.0 -0.1
H -1.989 6.140 -2.047 0.0 0.0 0.0
H -2.196 5.230 -0.545 0.1 0.0 0.0
H -1.217 8.123 -0.774 0.0 0.0 0.1
H -0.208 6.737 -0.367 0.0 -0.1 0.1
H -0.350 5.501 4.159 0.0 0.0 0.0
H -2.030 4.927 4.005 0.0 0.0 0.0
H -1.649 6.283 5.093 0.0 0.0 0.0
```
Forces are in eV/Å.

M: 921.63 g mol⁻¹
LUMO level: -0.08 eV
E: -128593.2103 eV
SMILES: N=[PH2][C@@]1(CCC(F)(F)C(F)(F)S(F)(F)(F)(F)F)OS(=O)(=O)O[C@@H]1P(=O)(O)O.CCOC(=O)OC.CCOC(=O)OC.CCOC(=O)OC.CCOC(=O)OC
Relative energy (zero: lowest compared OMol25 entry of this formula, charge and spin): 0.000 eV
Kohn-Sham gap: 0.34837 Ha

---

Among the records above, which one has the lowest M?
C22H42ClN2OP2Pb

---

Which of these has the lowest M?
C22H42ClN2OP2Pb

---

The highest M belongs to which entry?
C22H42ClF6N2O4PdS2SbSi3